(1)
Molecular formula: C21H14Br4ClN3O10Sr
Method: DFT, ωB97M-V/def2-TZVPD

The geometry in ORCA input format:
```
! wB97M-V def2-TZVPD RIJCOSX def2/J DEFGRID3
* xyz -2 1
Sr 0.31 -0.42 1.20
N -0.11 -1.69 3.74
C 1.00 -1.50 4.69
C 2.38 -1.55 4.04
O 3.39 -1.65 4.77
O 2.31 -1.48 2.77
H -1.01 -1.62 4.21
H -0.05 -2.60 3.26
H 1.01 -2.29 5.46
H 0.88 -0.59 5.29
O -5.48 1.23 -4.38
C -4.48 0.40 -4.76
O -4.51 -0.11 -5.86
C -3.44 0.06 -3.80
C -2.51 -0.93 -4.25
C -1.34 -1.11 -3.50
C -1.02 -0.27 -2.41
C -1.96 0.65 -1.98
C -3.20 0.73 -2.56
N 0.16 -0.33 -1.67
C 1.30 -0.38 -2.27
C 2.57 -0.79 -1.64
C 3.78 -0.99 -2.44
C 4.90 -1.58 -1.83
C 4.79 -1.98 -0.50
C 3.67 -1.59 0.21
N 2.63 -0.97 -0.27
H -5.20 1.98 -3.78
H -2.76 -1.49 -5.14
H -0.72 -1.96 -3.69
H -1.70 1.24 -1.13
H -4.02 1.31 -2.10
H 1.48 -0.10 -3.34
H 3.73 -0.75 -3.49
H 5.85 -1.65 -2.39
H 5.48 -2.67 0.02
H 3.60 -1.83 1.28
Br 0.21 6.61 3.79
C -0.12 5.01 2.87
C -1.42 4.80 2.34
Br -2.49 6.36 2.06
C -2.01 3.56 2.00
Br -3.85 3.35 1.60
C -1.03 2.51 1.88
O -1.42 1.35 1.53
C 0.43 2.75 2.27
O 1.22 1.80 2.07
C 0.83 4.02 2.81
Br 2.55 4.19 3.40
O -1.54 -4.50 0.74
Cl -0.92 -3.43 -0.11
O 0.29 -2.91 0.62
O -0.54 -3.85 -1.46
O -1.91 -2.36 -0.18
*
```



(2)
Molecular formula: C30H64NO18P
Method: DFT, ωB97M-V/def2-TZVPD

The geometry in ORCA input format:
```
! wB97M-V def2-TZVPD RIJCOSX def2/J DEFGRID3
* xyz -2 1
N -0.30 0.87 0.10
H -0.39 0.56 1.05
H 0.47 1.41 0.31
H -0.90 1.53 -0.29
H -0.05 0.25 -0.54
P 2.16 0.83 1.11
O 2.17 1.16 -0.34
O 3.46 0.05 1.47
O 0.88 0.17 1.24
O 2.06 2.13 1.84
O 0.03 -1.05 -4.95
C 0.25 -1.46 -3.85
O 0.74 -2.64 -3.47
C 1.10 -3.65 -4.42
C 1.47 -4.83 -3.53
C 0.05 -0.47 -2.66
H 2.00 -3.40 -4.99
H 0.31 -3.94 -5.10
H 1.82 -5.49 -4.35
H 0.60 -5.50 -3.10
H 2.21 -4.74 -2.73
H -1.04 -0.41 -2.65
H 0.44 0.52 -2.88
H 0.48 -0.78 -1.65
O 7.42 2.32 0.67
C 6.21 2.12 0.78
O 5.27 2.86 0.10
C 3.84 2.70 0.14
C 3.23 3.55 -0.88
C 5.67 1.06 1.68
H 3.55 3.07 1.30
H 3.34 1.75 0.15
H 3.10 2.68 -1.67
H 3.71 4.38 -1.15
H 2.17 3.65 -0.64
H 4.81 1.36 2.22
H 6.75 0.65 2.22
H 5.37 0.29 1.10
O -1.38 5.63 1.38
C -0.35 4.98 1.20
O -0.09 4.35 -0.10
C -0.82 4.54 -1.21
C -0.04 4.28 -2.47
C 0.65 4.43 2.20
H -1.22 5.47 -1.34
H -1.56 3.84 -1.24
H -0.62 4.18 -3.49
H 0.51 3.31 -2.44
H 0.76 5.02 -2.58
H 1.10 3.48 1.84
H 0.10 4.14 3.09
H 1.59 5.15 2.32
O -2.08 1.16 -2.69
C -2.54 0.45 -3.66
O -2.16 0.53 -4.92
C -1.06 1.43 -5.25
C -1.09 1.55 -6.67
C -3.66 -0.51 -3.38
H -0.13 1.19 -4.86
H -1.20 2.49 -4.76
H -0.45 2.31 -7.07
H -2.11 2.06 -7.13
H -1.11 0.57 -7.33
H -3.95 -0.33 -2.42
H -3.35 -1.60 -3.38
H -4.36 -0.52 -3.94
O -2.22 1.77 5.17
C -1.55 1.51 4.15
O -1.90 1.78 2.87
C -3.20 2.31 2.44
C -3.74 1.66 1.18
C -0.11 1.07 4.23
H -2.92 3.35 2.39
H -4.09 2.28 3.25
H -3.51 0.63 1.10
H -3.25 2.22 0.47
H -4.76 2.16 1.10
H -0.02 0.16 3.70
H 0.10 0.91 5.29
H 0.60 1.72 3.84
O -2.02 -2.28 5.25
C -1.02 -2.41 4.54
O -0.58 -3.49 3.79
C -1.29 -4.68 4.04
C -0.71 -5.69 3.01
C -0.13 -1.20 4.16
H -2.41 -4.43 4.04
H -1.20 -4.79 5.09
H -1.43 -5.55 2.15
H -0.95 -6.63 3.18
H 0.45 -5.44 2.91
H -0.55 -0.83 3.27
H 0.81 -1.40 3.93
H -0.38 -0.38 4.72
C -3.21 -2.83 0.58
C -3.32 -1.45 -0.25
O -4.24 -1.49 -1.20
C -2.44 -0.34 0.06
H -2.97 -2.54 1.43
H -2.62 -3.63 0.22
H -4.33 -3.38 0.77
H -1.49 -0.85 -0.36
H -2.58 -0.05 0.96
H -2.69 0.37 -0.73
C 2.94 -3.31 1.87
C 1.97 -4.06 0.85
O 2.23 -5.30 0.42
C 0.69 -3.49 0.68
H 2.18 -3.13 2.66
H 3.05 -2.45 1.51
H 4.11 -3.70 2.20
H -0.05 -4.04 -0.01
H 0.73 -2.38 0.24
H 0.15 -3.37 1.53
*
```

Computed properties:
energy above the lowest of the compared OMol25 structures with the same formula, charge and spin = 222.5 kcal per mole



no.,LUMO (hartree),E_tot (eV)
1,0.105,-340475.93623
2,0.138,-79760.40827